No. 1
Computed, not measured: C9H24N3P as an isolated structure at a distorted geometry, with ωB97M-V/def2-TZVPD.

Summary:
Total charge: 0
Energy above the lowest of the compared OMol25 structures with the same formula, charge and spin in eV: 3.318
Frontier orbital gap (alpha / beta) in eV: 7.46 / 7.46
E_HOMO (alpha / beta) in Ha: -0.2491 / -0.2491

Each line ends with the natural charge from an NBO analysis.
Element x y z (Å)
C -1.462 -0.518 0.892  -0.584
C -2.090 0.352 1.897  -0.660
C -1.561 -2.074 1.225  -0.634
C 1.155 -1.424 -1.999  -0.427
C -1.232 -1.487 -2.036  -0.398
C -1.699 2.061 -1.024  -0.407
C 0.689 2.430 -0.802  -0.423
C 2.471 0.891 1.583  -0.439
C 2.360 -1.344 0.938  -0.446
N -0.073 -0.845 -1.545  -0.797
N -0.391 1.574 -0.419  -0.843
N 2.188 -0.070 0.501  -0.638
P -0.123 0.014 -0.082  1.875
H -1.737 1.353 1.886  0.225
H -3.148 0.440 1.756  0.206
H -1.983 0.288 3.012  0.205
H -1.371 -2.205 2.377  0.218
H -2.568 -2.385 0.830  0.209
H -0.856 -2.679 0.618  0.205
H 1.318 -2.460 -1.723  0.168
H 1.105 -1.443 -3.077  0.190
H 2.052 -0.858 -1.522  0.263
H -2.151 -0.875 -1.792  0.216
H -1.146 -1.591 -3.156  0.195
H -1.310 -2.487 -1.579  0.178
H -2.505 1.356 -1.082  0.220
H -2.217 2.950 -0.565  0.204
H -1.473 2.437 -2.019  0.192
H 1.834 2.000 -0.485  0.248
H 0.693 2.646 -1.931  0.177
H 0.698 3.426 -0.416  0.194
H 2.253 1.952 1.325  0.201
H 1.773 0.613 2.470  0.170
H 3.626 0.634 1.787  0.196
H 1.667 -1.669 1.742  0.152
H 1.931 -2.104 0.247  0.193
H 3.388 -1.493 1.216  0.193

No. 2
Computed, not measured: one molecule with the formula C5H11NO at a distorted geometry, with ωB97M-V/def2-TZVPD.

Summary:
Total charge: 0
Energy above the lowest of the compared OMol25 structures with the same formula, charge and spin in eV: 2.164
Frontier orbital gap in eV: 10.73
E_HOMO in Ha: -0.3539

Each line ends with the natural charge from an NBO analysis.
Element x y z (Å)
C 0.962 -1.577 -1.273  -0.067
O 2.302 -1.254 -1.653  -0.717
C 0.587 -1.083 0.128  -0.429
C 0.692 0.469 0.221  -0.407
C -0.699 1.081 -0.031  -0.254
C -2.302 1.561 1.595  -0.062
N -1.604 0.660 1.042  -0.404
H 0.373 -0.942 -1.940  0.166
H 0.668 -2.620 -1.392  0.167
H 2.861 -1.634 -0.958  0.458
H -0.473 -1.329 0.219  0.224
H 1.175 -1.578 0.900  0.197
H 1.034 0.792 1.199  0.211
H 1.291 0.739 -0.650  0.222
H -0.578 2.168 -0.038  0.175
H -1.066 0.763 -1.012  0.194
H -2.723 1.278 2.553  0.178
H -2.500 2.507 1.091  0.148

No. 3
Computed, not measured: one molecule with the formula C3H5F2P at a distorted geometry, with ωB97M-V/def2-TZVPD.

Summary:
Total charge: 0
Energy above the lowest of the compared OMol25 structures with the same formula, charge and spin in eV: 2.928
Frontier orbital gap in eV: 10.16
E_HOMO in Ha: -0.3640

Each line ends with the natural charge from an NBO analysis.
Element x y z (Å)
C -0.602 0.523 -1.535  -0.292
C 0.391 0.795 -0.670  -0.266
C 0.739 -0.068 0.506  0.470
F 0.547 0.792 1.908  -0.484
F 2.013 -0.211 0.740  -0.308
P -0.298 -1.617 0.782  0.240
H -0.758 1.128 -2.301  0.194
H -1.165 -0.401 -1.561  0.199
H 0.883 1.678 -0.627  0.219
H -1.562 -1.011 0.584  0.001
H -0.187 -1.608 2.175  0.028

No. 4
Computed, not measured: C19H21ClF9GaIN4O2S as an isolated structure at a distorted geometry, with ωB97M-V/def2-TZVPD.

Summary:
Total charge: -1
Energy above the lowest of the compared OMol25 structures with the same formula, charge and spin in eV: 0.000
Frontier orbital gap in eV: 7.47
E_HOMO in Ha: -0.2062

Each line ends with the natural charge from an NBO analysis.
Element x y z (Å)
O 3.437 0.226 2.120  -0.939
S 3.286 1.446 1.378  2.091
O 4.490 1.867 0.732  -0.909
Cl 2.716 2.870 2.734  -0.230
C 1.946 1.190 0.193  -0.641
C 2.339 1.601 -1.225  -0.405
C 1.164 2.048 -2.092  -0.393
C -0.171 1.285 -1.867  -0.953
Ga -1.657 2.567 -1.386  1.143
I -2.309 3.723 -3.672  -0.481
C -1.069 4.116 -0.186  -0.208
C -1.965 5.126 0.053  -0.258
C -1.611 6.153 0.857  -0.171
C -0.380 6.150 1.423  -0.289
C 0.453 5.125 1.131  0.039
N 0.156 4.095 0.347  -0.484
C -3.411 1.675 -0.704  0.262
F -4.468 2.433 -1.113  -0.347
F -3.578 0.457 -1.293  -0.353
C -3.603 1.511 0.797  0.569
F -3.299 2.637 1.461  -0.307
F -4.913 1.253 1.057  -0.323
C -2.814 0.349 1.430  0.557
F -1.533 0.361 1.050  -0.294
F -3.381 -0.810 1.081  -0.296
C -2.807 0.392 2.983  0.921
F -3.999 0.691 3.496  -0.303
F -1.933 1.299 3.417  -0.303
F -2.432 -0.795 3.461  -0.318
H 1.838 0.111 0.222  0.256
H 1.011 1.612 0.544  0.286
H 2.902 0.797 -1.686  0.206
H 3.020 2.444 -1.140  0.228
H 0.990 3.114 -2.020  0.211
H 1.471 1.884 -3.122  0.202
H -0.090 0.434 -1.192  0.204
H -0.463 0.868 -2.827  0.228
H -2.941 5.114 -0.398  0.219
H -2.290 6.970 1.051  0.200
H -0.041 6.929 2.084  0.204
H 1.441 5.136 1.573  0.176
C 0.458 -2.873 2.735  -0.724
C 0.726 -2.966 1.304  0.306
N 0.956 -3.041 0.175  -0.355
H 0.176 -1.856 3.000  0.270
H -0.355 -3.547 2.999  0.249
H 1.349 -3.151 3.293  0.256
C 0.545 -6.723 0.134  -0.732
C 1.377 -7.678 -0.588  0.310
N 2.041 -8.431 -1.159  -0.364
H -0.482 -6.786 -0.219  0.258
H 0.570 -6.947 1.199  0.250
H 0.914 -5.711 -0.026  0.279
C 2.846 -6.188 -3.464  -0.730
C 2.425 -6.003 -4.849  0.294
N 2.093 -5.857 -5.945  -0.347
H 2.523 -7.160 -3.106  0.273
H 3.931 -6.128 -3.399  0.251
H 2.409 -5.412 -2.837  0.255